This record from OMol25 describes C22H27N3O6S in the gas phase. The level of theory is the ωB97M-V functional and the def2-TZVPD basis.

Values from the calculation:
Energy in hartree: -1868.37299
Gap between HOMO and LUMO in Ha: 0.312
Maximum force in eV Å⁻¹: 0.9
Multiplicity: 1
SMILES: [H]/N=C1/C(c2nc(C)cs2)=C(O)CN1c1ccc2c(c1)OCCOCCOCCOCCO2
ΔE to the lowest compared entry with this formula, charge and spin in eV: 3.0477
HOMO energy in eV: -7.7811

```
59
C22H27N3O6S the ωB97M-V functional and the def2-TZVPD basis
C -8.2467 -1.0530 0.8346
C -7.0101 -0.7882 0.0458
C -6.7667 -1.1831 -1.2351
S -5.2072 -0.6698 -1.7707
C -4.9869 0.0504 -0.2080
N -5.9920 -0.0903 0.6114
C -3.8020 0.7463 0.1687
C -3.6198 1.3280 1.3781
O -4.4794 1.3540 2.3894
H -5.2809 0.8589 2.0898
C -2.2792 1.9926 1.4234
N -1.7130 1.6478 0.1351
C -2.6220 0.9603 -0.6608
N -2.5695 0.6036 -1.8724
H -1.7211 0.8495 -2.3698
C -0.3715 1.8927 -0.1656
C 0.2561 3.0556 0.2654
C 1.5939 3.2473 -0.0170
C 2.3297 2.3249 -0.7476
C 1.6937 1.1554 -1.2047
C 0.3614 0.9471 -0.8806
H -0.1170 0.0168 -1.1395
O 2.4432 0.2834 -1.9451
C 1.8364 -0.8296 -2.5701
C 1.8079 -2.1047 -1.7084
H 2.8155 -2.3394 -1.3561
H 1.4610 -2.9222 -2.3491
O 0.9053 -2.0331 -0.6236
C 1.4804 -1.7211 0.6290
H 2.1438 -0.8522 0.5705
C 2.2373 -2.9062 1.2485
O 3.5510 -3.0987 0.7659
C 4.5736 -2.3401 1.3632
C 4.9710 -1.0700 0.5958
O 4.1637 0.0193 0.9909
C 4.7123 1.2853 0.7071
C 4.6411 1.7020 -0.7762
H 4.4972 0.8173 -1.4032
O 3.6351 2.6632 -1.0221
H 5.5642 2.2054 -1.0726
H 4.1270 1.9928 1.3010
H 5.7569 1.3141 1.0499
H 6.0226 -0.8420 0.8236
H 4.8858 -1.2596 -0.4826
H 4.3049 -2.0615 2.3893
H 5.4468 -3.0011 1.3879
H 2.2556 -2.7833 2.3396
H 1.7044 -3.8292 1.0014
H 0.6303 -1.4744 1.2702
H 2.4618 -1.0311 -3.4462
H 0.8260 -0.5848 -2.9109
H 2.0994 4.1415 0.3130
H -0.2866 3.8017 0.8228
H -1.6577 1.6216 2.2463
H -2.3947 3.0767 1.5480
H -7.4107 -1.7401 -1.8843
H -8.9570 -1.6229 0.2431
H -8.7042 -0.1125 1.1373
H -8.0001 -1.6115 1.7362
```

Here are the natural (NBO) charges for atoms 1 to 5, given in e: -0.63 0.14 -0.47 0.49 0.08

This record from OMol25 describes a molecular structure, C22H27N4O4OsPS5. The level of theory is the ωB97M-V functional and the def2-TZVPD basis.

Values from the calculation:
Energy in hartree: -3797.54150
Gap between HOMO and LUMO (alpha / beta) in Ha: 0.287 / 0.209
⟨S²⟩: 6.024
Maximum force in eV Å⁻¹: 0.7
Multiplicity: 5
ΔE to the lowest compared entry with this formula, charge and spin in eV: 0.0000
HOMO energy (alpha / beta) in eV: -7.8791 / -8.0246

```
64
C22H27N4O4OsPS5 the ωB97M-V functional and the def2-TZVPD basis
Os -0.6800 -2.8224 -1.1520
S -1.7751 -0.9039 -1.6345
C -3.4934 -1.3038 -1.5110
C -4.4518 -0.2994 -1.6235
C -5.7971 -0.6153 -1.5432
C -6.1966 -1.9348 -1.3550
C -5.2491 -2.9367 -1.2352
C -3.8972 -2.6178 -1.3053
S -2.6539 -3.8546 -1.1234
H -4.1349 0.7259 -1.7688
H -6.5387 0.1681 -1.6284
H -7.2488 -2.1810 -1.2994
H -5.5507 -3.9659 -1.0857
N 5.8410 -0.1768 3.3355
C 5.1135 -0.5625 2.2304
C 5.2179 -1.8671 1.7309
C 4.5221 -2.2471 0.6012
C 3.6965 -1.3319 -0.0402
C 3.6070 -0.0302 0.4274
C 4.3045 0.3551 1.5545
S 2.8065 -1.7448 -1.5010
O 2.1916 -0.5536 -2.0050
O 3.6459 -2.5464 -2.3436
N 1.5266 -2.6853 -1.0090
C 1.6812 -3.9849 -0.6741
N 2.7959 -4.6637 -0.4123
C 2.6282 -5.9379 -0.0921
C 1.3942 -6.5838 -0.0186
C 0.2834 -5.8211 -0.3135
N 0.4382 -4.5441 -0.6416
H 6.2171 -0.8898 3.9336
H 5.5916 0.6840 3.7881
H 5.8647 -2.5791 2.2301
H 4.6256 -3.2457 0.2027
H 2.9982 0.6842 -0.1044
H 4.2249 1.3765 1.9084
H 3.5366 -6.4914 0.1235
H 1.3141 -7.6233 0.2566
H -0.7290 -6.2052 -0.3051
C -1.2541 5.5037 -1.8436
C -1.1354 4.0372 -2.2113
C -2.3824 3.2224 -1.9268
O 0.0286 3.4294 -1.5996
P 0.3631 3.0515 -0.1086
S 2.2359 3.3103 0.3310
S 0.0662 1.0893 0.1803
O -0.6810 3.9424 0.6926
C -1.1118 3.8640 2.0801
C -0.0112 3.4447 3.0342
C -2.3477 2.9890 2.1710
H -1.9678 5.9845 -2.5143
H -0.2902 5.9999 -1.9540
H -1.5977 5.6291 -0.8186
H -0.8981 3.9573 -3.2728
H -2.6399 3.2552 -0.8683
H -2.2276 2.1838 -2.2223
H -3.2191 3.6294 -2.4972
H -1.3898 4.8973 2.2974
H 0.3519 2.4427 2.8079
H -0.4167 3.4416 4.0471
H 0.8310 4.1329 2.9937
H -2.1142 1.9562 1.9121
H -3.1283 3.3520 1.5021
H -2.7342 3.0117 3.1908
```

Here are the natural (NBO) charges for atoms 1 to 5, given in e: 0.95 -0.01 -0.10 -0.24 -0.21

This record from OMol25 describes a molecular structure, C22H27N5O2S at a distorted geometry. The level of theory is the ωB97M-V functional and the def2-TZVPD basis.

Values from the calculation:
Energy in hartree: -1676.26366
Gap between HOMO and LUMO in Ha: 0.281
Maximum force in eV Å⁻¹: 17.6
Multiplicity: 1
ΔE to the lowest compared entry with this formula, charge and spin in eV: 20.9169
HOMO energy in eV: -7.5588

```
57
C22H27N5O2S the ωB97M-V functional and the def2-TZVPD basis
C -0.5566 1.9733 -3.3545
H -0.4234 2.6416 -2.5928
C -0.2278 0.6234 -3.0203
H -0.3602 -0.1580 -3.8896
C -1.4234 -0.1068 -2.1449
N -1.4071 0.7604 -0.7230
C -2.4994 1.3288 -0.0388
O -3.5544 1.4226 -0.7835
C -2.1740 2.2530 0.9916
C -0.8247 3.0712 1.0107
H -0.5659 3.3830 0.0095
C 0.1526 2.6806 1.8147
N 0.3675 0.9630 1.6845
C 1.4770 0.6551 1.3788
N 2.4873 1.1835 0.8043
N 3.3974 0.3276 0.6407
C 3.2334 -1.1298 0.6414
N 3.9538 -1.9744 0.3216
C 5.3156 -1.4486 -0.2963
C 5.5505 -0.2004 -0.2269
C 4.6709 0.8331 -0.0662
O 4.8158 2.1202 0.1158
H 6.5457 0.1428 -0.6647
C 6.0397 -2.6403 -0.4370
H 7.0467 -2.1578 -1.2425
H 6.3666 -3.2939 0.2511
H 5.6202 -3.4927 -1.3608
S 1.6278 -1.0531 1.1999
C -0.8805 0.3385 2.3454
C -2.0159 1.2150 2.3437
H -2.9184 0.7194 2.2135
H -2.1026 1.8076 3.0711
H -0.5830 -0.0077 3.2510
H -0.9784 -0.5898 1.5231
H 0.0265 2.7696 2.9675
H 1.2612 3.2107 1.6686
H -1.0786 4.1371 1.1689
H -3.0065 2.8747 1.5001
H -0.4543 0.9832 -0.3495
H -2.5627 0.4007 -2.2970
C -1.2276 -1.5094 -1.5289
C -2.3906 -1.8190 -0.3710
C -1.8635 -2.5809 0.5496
C -2.6703 -3.0773 1.5603
C -4.0836 -2.6296 1.3576
C -4.3192 -2.1296 0.2859
C -3.5379 -1.7834 -0.6729
H -3.8921 -1.3335 -1.5505
H -5.5074 -1.7862 0.1011
H -4.7781 -2.9271 2.2717
H -2.1970 -3.3881 2.3563
H -0.6833 -2.7034 0.5531
H -0.0912 -1.5830 -1.4860
H -1.4399 -2.0695 -2.5114
H 0.7195 0.3676 -2.4205
H 0.2050 2.3705 -3.9354
H -1.6009 2.0154 -3.9883
```

Here are the natural (NBO) charges for atoms 1 to 5, given in e: -0.62 0.22 -0.41 0.21 -0.03

This record from OMol25 describes C22H27N5O3 in the gas phase at a distorted geometry. The level of theory is the ωB97M-V functional and the def2-TZVPD basis.

Values from the calculation:
Energy in hartree: -1354.10227
Gap between HOMO and LUMO in Ha: 0.333
Maximum force in eV Å⁻¹: 1.4
Multiplicity: 1
SMILES: CCOC(=O)C[C@@H](NC(=O)CCc1c(C)nc2ncnn2c1C)c1ccc(C)cc1
ΔE to the lowest compared entry with this formula, charge and spin in eV: 0.3568
HOMO energy in eV: -8.5343

```
57
C22H27N5O3 the ωB97M-V functional and the def2-TZVPD basis
C 3.9346 3.1365 -0.3927
C 2.9409 3.8294 0.5252
H 2.9915 4.9147 0.4143
H 3.1260 3.5516 1.5679
O 1.5860 3.4956 0.1950
C 1.0587 2.4134 0.7421
O 1.6625 1.6643 1.4782
C -0.4067 2.2834 0.3898
H -0.6135 2.8929 -0.4896
H -0.9691 2.6965 1.2320
C -0.8773 0.8380 0.1438
N -0.5469 0.0267 1.3046
C -1.0930 -1.1679 1.6089
O -2.1212 -1.6022 1.1330
C -0.2471 -1.9751 2.5886
H -0.8995 -2.4786 3.3018
H 0.4414 -1.3255 3.1276
C 0.5227 -3.0318 1.7684
C 1.0994 -2.4267 0.5143
C 2.2201 -1.6242 0.5689
N 2.6149 -1.0535 -0.5886
N 3.6508 -0.2418 -0.8076
C 3.5480 0.0318 -2.0971
N 2.5219 -0.5358 -2.7311
C 1.9199 -1.2367 -1.7828
N 0.8582 -2.0166 -1.8435
C 0.4538 -2.6108 -0.7447
C -0.7384 -3.4919 -0.9117
H -0.5229 -4.5077 -0.5848
H -1.0105 -3.5034 -1.9627
H -1.5756 -3.1045 -0.3320
H 4.2500 0.6715 -2.5937
C 3.0463 -1.2923 1.7619
H 4.0987 -1.3389 1.4858
H 2.8413 -0.2639 2.0605
H 2.8524 -1.9584 2.5953
H 1.3126 -3.4670 2.3838
H -0.1690 -3.8267 1.4987
H 0.3457 0.2724 1.7164
C -2.3560 0.8216 -0.1555
C -2.8158 0.4204 -1.4000
C -4.1703 0.4196 -1.6790
C -5.0949 0.8155 -0.7228
C -4.6278 1.2123 0.5245
C -3.2763 1.2195 0.8054
H -2.9358 1.5136 1.7882
H -5.3335 1.5151 1.2852
C -6.5648 0.7877 -1.0124
H -6.7527 0.8560 -2.0812
H -7.0752 1.6067 -0.5098
H -6.9948 -0.1471 -0.6517
H -4.5131 0.0999 -2.6526
H -2.1107 0.0954 -2.1516
H -0.3380 0.4392 -0.7318
H 3.9022 2.0586 -0.2499
H 3.7039 3.3620 -1.4311
H 4.9370 3.4892 -0.1678
```

Here are the natural (NBO) charges for atoms 1 to 5, given in e: -0.65 -0.08 0.19 0.20 -0.49